Molecular formula: C28H38AuN8O3SSi
Method: DFT, ωB97M-V with the def2-TZVPD basis set

Last column: Mulliken charge in e.
Cartesian coordinates (Å):
Au1 1.473 1.577 -0.243  0.503
N1 2.536 -3.180 -0.366  0.044
C1 1.931 -1.987 -0.402  -0.886
N2 2.513 -0.846 -0.238  -0.017
C2 3.869 -0.815 -0.010  0.034
N3 4.542 0.265 0.199  -0.865
N4 3.759 1.426 0.166  0.284
C3 4.430 2.479 0.375  -0.297
C4 3.773 3.822 0.371  0.655
C5 4.533 4.945 0.620  -0.737
C6 3.901 6.187 0.616  -0.320
C7 2.549 6.243 0.355  -0.744
C8 1.877 5.048 0.105  -0.025
N5 2.466 3.863 0.120  -0.133
C9 4.618 -2.088 0.003  0.720
C10 6.004 -2.149 0.187  -0.320
C11 6.651 -3.362 0.195  -0.810
C12 5.923 -4.545 0.019  -0.421
C13 4.560 -4.510 -0.165  -0.786
C14 3.916 -3.272 -0.173  0.186
H1 1.988 -4.015 -0.498  0.311
H2 0.863 -2.002 -0.595  0.739
H3 5.501 2.427 0.559  0.376
H4 5.593 4.854 0.816  0.361
H5 4.466 7.088 0.816  0.442
H6 2.000 7.174 0.346  0.447
H7 0.821 5.059 -0.121  0.176
H8 6.543 -1.222 0.323  0.469
H9 7.722 -3.405 0.336  0.414
H10 6.434 -5.498 0.027  0.410
H11 3.993 -5.422 -0.302  0.406
N6 -1.367 7.037 0.680  -0.442
C15 -1.838 6.001 0.503  0.463
N7 -2.417 4.829 0.261  -0.532
C16 -1.903 3.713 0.234  0.610
N8 -1.530 2.579 0.314  -0.155
C17 -5.843 -0.390 -0.339  -1.729
C18 -4.748 0.644 -0.150  1.591
C19 -4.579 1.002 1.316  -1.257
C20 -5.002 1.877 -0.999  -1.463
O1 -3.528 0.035 -0.663  0.418
Si1 -2.024 -0.292 -0.244  -1.128
S1 -0.827 1.462 -0.782  -0.233
O2 -1.334 -1.419 -1.174  0.838
C21 -1.485 -1.853 -2.563  1.692
C22 -0.089 -2.202 -3.045  -1.814
C23 -2.384 -3.076 -2.533  -1.629
C24 -2.079 -0.747 -3.420  -1.488
O3 -1.828 -0.515 1.320  0.249
C25 -1.380 -1.414 2.360  1.872
C26 -2.412 -1.319 3.469  -1.905
C27 -0.023 -0.908 2.822  -1.377
C28 -1.302 -2.835 1.825  -1.383
H12 -6.814 0.042 -0.091  0.465
H13 -5.676 -1.254 0.306  0.320
H14 -5.873 -0.727 -1.376  0.314
H15 -5.487 1.484 1.681  0.537
H16 -3.745 1.692 1.462  0.156
H17 -4.396 0.113 1.918  0.133
H18 -5.910 2.382 -0.670  0.480
H19 -5.120 1.603 -2.048  0.312
H20 -4.173 2.582 -0.917  0.138
H21 0.341 -2.997 -2.433  0.309
H22 0.566 -1.329 -3.009  0.317
H23 -0.125 -2.558 -4.075  0.529
H24 -1.947 -3.856 -1.909  0.295
H25 -2.522 -3.474 -3.539  0.456
H26 -3.365 -2.817 -2.132  0.266
H27 -1.434 0.134 -3.432  0.332
H28 -3.065 -0.451 -3.065  0.241
H29 -2.177 -1.103 -4.447  0.531
H30 -2.492 -0.291 3.824  0.353
H31 -2.127 -1.955 4.309  0.455
H32 -3.390 -1.644 3.110  0.378
H33 -0.109 0.109 3.204  0.316
H34 0.688 -0.899 1.994  0.162
H35 0.374 -1.544 3.615  0.487
H36 -2.291 -3.206 1.549  0.385
H37 -0.895 -3.491 2.596  0.507
H38 -0.665 -2.896 0.944  0.011

For the energy, the calculation gives -70119.438 eV. The value obtained for the HOMO-LUMO gap is 7.89 eV. As for the net charge: +1. Its spin multiplicity is 1. The energy relative to the best compared isomer or geometry (same formula, charge and spin) is 4.21 kcal per mole.